This record from OMol25 describes a cluster of 2 separate species, C3H8N2 in total at a distorted geometry. The level of theory is ωB97M-V with the def2-TZVPD basis set.

The calculation puts the molecular weight at 72.11 g mol⁻¹. The calculation puts the HOMO energy at -8.96 eV. For the relative energy (zero: lowest compared OMol25 entry of this formula, charge and spin), the calculation gives 357.5 kJ/mol. As for the structure (SMILES): [H]/N=C/N.C=C. As for the spin multiplicity: 1.

```
13
Properties=species:S:1:pos:R:3:forces:R:3
C 2.290245 -0.712437 0.790789 5.43 0.14 3.98
H 2.331088 -0.871120 3.011538 -0.25 0.93 -0.54
H 2.905846 -0.866029 -0.127290 -0.56 0.62 0.95
H -1.397705 1.420374 0.252774 0.91 -0.01 0.24
N -3.153213 0.269350 -2.154782 -0.18 0.38 -1.09
H -2.967523 0.477063 -3.153537 -0.31 -1.50 0.48
C 2.870504 -0.615107 2.088887 0.27 -1.61 -3.46
N -2.072947 0.885649 -0.223695 -2.14 -3.12 -1.44
H -3.012948 0.696864 0.177273 1.27 0.87 -0.13
H 3.999274 -0.649987 2.238597 -1.59 0.08 -0.48
H 1.288718 -0.625363 0.736093 -3.32 -0.16 -0.46
H -1.032158 0.271034 -2.090895 -1.32 0.10 1.19
C -2.049187 0.319706 -1.545751 1.79 3.28 0.75
```
Positions in Å, forces in eV/Å.

Löwdin population analysis, charges in e, atoms 1 to 4: -0.05 0.03 0.06 0.05



This record from OMol25 describes a cluster of 2 separate species, C3H8N2O in total at a distorted geometry. The level of theory is ωB97M-V with the def2-TZVPD basis set.

The total charge is -1. The calculation puts the molecular weight at 88.11 g mol⁻¹. The calculation puts the HOMO energy (alpha / beta) at 1.22 / -5.46 eV. For the relative energy (zero: lowest compared OMol25 entry of this formula, charge and spin), the calculation gives 161.6 kJ/mol. As for the spin multiplicity: 2.

```
14
Properties=species:S:1:pos:R:3:forces:R:3
C 2.296988 0.022673 -0.829215 0.79 -2.33 0.11
N 2.244371 1.271121 -1.419453 0.82 -0.98 0.85
C -2.728180 -0.382650 1.762786 2.07 1.86 -0.49
H -2.240468 0.382220 -0.262400 -1.12 0.07 0.11
H 3.270513 -0.255707 -0.309074 -1.08 1.16 -0.36
N 1.422277 -0.930158 -0.925382 -0.56 1.73 0.09
H 1.536990 -1.704653 -0.253134 0.79 0.52 -0.38
H -2.242546 -0.396564 2.768259 -0.32 -0.51 -0.12
H 3.155669 1.637146 -1.707465 -0.02 -0.03 0.30
H -1.001678 0.513371 0.851237 0.87 -0.17 0.48
O -3.886008 -0.390997 1.563636 -3.61 -0.76 0.82
H 1.540894 1.418180 -2.098472 -0.81 -0.06 -0.57
H -1.516951 -1.084117 0.235553 0.44 0.46 0.28
C -1.851870 -0.099866 0.623124 1.74 -0.96 -1.12
```
Positions in Å, forces in eV/Å.

Löwdin population analysis, charges in e, atoms 1 to 4: -0.78 -0.02 -0.41 0.07



This record from OMol25 describes the molecule C3H8N2O. The level of theory is ωB97M-V with the def2-TZVPD basis set.

The calculation puts the molecular weight at 88.11 g mol⁻¹. The calculation puts the HOMO energy at -9.28 eV. For the relative energy (zero: lowest compared OMol25 entry of this formula, charge and spin), the calculation gives 57.7 kJ/mol. As for the structure (SMILES): C[C@H](N)C(N)=O. As for the spin multiplicity: 1.

```
14
Properties=species:S:1:pos:R:3:forces:R:3
H 0.970595 -0.335205 2.851521 -0.17 -0.46 0.01
C 0.137315 0.297354 -0.327221 -0.34 -0.80 -0.04
H -0.951905 0.878970 -2.058100 0.09 0.59 -0.07
H 1.637734 -1.073149 1.442991 0.04 0.21 -0.02
C -0.101589 0.012282 1.158920 0.15 -0.16 -0.20
C -1.121024 0.832869 -0.983149 0.06 -0.72 -0.14
H -1.957804 0.139656 -0.878727 0.09 -0.04 0.36
N 0.492777 -1.010070 -0.919299 0.01 0.10 0.17
O -1.183813 0.126374 1.681233 -0.06 0.46 0.26
N 1.025639 -0.384457 1.848327 0.08 0.38 0.04
H 1.485637 -1.130617 -1.049372 0.04 0.06 -0.16
H 0.020180 -1.138151 -1.800475 0.10 -0.06 -0.12
H -1.406903 1.769916 -0.532836 -0.12 0.37 -0.18
H 0.953158 1.014224 -0.433808 0.03 0.08 0.07
```
Positions in Å, forces in eV/Å.

Löwdin population analysis, charges in e, atoms 1 to 4: 0.10 -0.37 0.08 0.09



This record from OMol25 describes a cluster of 2 separate species, C3H8N2O in total at a distorted geometry. The level of theory is ωB97M-V with the def2-TZVPD basis set.

The calculation puts the molecular weight at 88.11 g mol⁻¹. The calculation puts the HOMO energy at -9.04 eV. For the relative energy (zero: lowest compared OMol25 entry of this formula, charge and spin), the calculation gives 244.2 kJ/mol. As for the structure (SMILES): [H]/N=C/N.C=CO. As for the spin multiplicity: 1.

```
14
Properties=species:S:1:pos:R:3:forces:R:3
H 2.327358 -0.128142 0.239307 0.02 1.07 -0.54
H 0.554697 0.254633 1.669538 0.09 -0.53 0.09
O -2.745124 0.721169 -1.366252 -0.80 0.26 0.65
C -1.819994 1.425835 -0.629833 0.85 -0.29 -0.69
H -0.116194 1.173710 -1.969615 -0.60 -0.06 -0.28
H 1.904280 -2.934039 1.008789 1.06 1.78 -0.30
H -2.142472 1.727550 0.372604 0.09 0.31 -0.50
H -3.656146 0.900339 -1.031186 1.22 -0.27 -0.27
N 0.853083 -0.732721 1.694399 2.07 0.68 -2.42
C 1.830665 -0.864799 0.819773 -1.84 -1.93 3.11
H 2.827743 -2.270216 -0.290691 -0.49 0.37 2.15
H 0.116915 2.323677 -0.570911 -0.77 -0.98 -0.04
C -0.566075 1.604356 -1.086631 0.02 1.04 1.14
N 2.500807 -2.097167 0.717362 -0.92 -1.45 -2.10
```
Positions in Å, forces in eV/Å.

Löwdin population analysis, charges in e, atoms 1 to 4: 0.09 0.02 -0.03 -0.28



This record from OMol25 describes the molecule C3H8N2O at a distorted geometry. The level of theory is ωB97M-V with the def2-TZVPD basis set.

The calculation puts the molecular weight at 88.11 g mol⁻¹. The calculation puts the HOMO energy at -9.17 eV. For the relative energy (zero: lowest compared OMol25 entry of this formula, charge and spin), the calculation gives 448.1 kJ/mol. As for the structure (SMILES): [H]/N=C/[C@H](C)ON. As for the spin multiplicity: 1.

```
14
Properties=species:S:1:pos:R:3:forces:R:3
H -1.318373 1.911493 -1.980045 0.02 -0.20 0.14
H 1.925631 -0.536410 -0.730793 -0.17 0.05 0.09
H 0.707054 0.100693 3.209579 -0.01 -0.17 -0.31
H 0.409156 1.084579 1.123749 0.80 -1.74 1.19
O -0.484201 1.025022 -0.456084 0.35 -1.86 0.19
H -1.024387 -1.119192 0.083031 0.09 0.03 -0.16
H 1.238410 -2.148394 -0.566656 -0.18 0.13 0.00
H 0.705081 -1.063448 -1.883828 -0.08 -0.14 0.15
C 0.374684 -0.067887 1.350803 -0.19 2.72 1.87
C -0.081885 -0.574382 0.061464 -1.04 1.94 -1.51
C 1.001182 -1.111309 -0.832809 0.06 0.09 -0.32
H -2.269586 1.816498 -0.646336 0.20 -0.11 -0.01
N 0.451991 -0.602030 2.509011 0.03 -0.03 -1.27
N -1.634757 1.284769 -1.241087 0.13 -0.70 -0.03
```
Positions in Å, forces in eV/Å.

Löwdin population analysis, charges in e, atoms 1 to 4: 0.07 0.08 0.05 0.15



This record from OMol25 describes the molecule C3H8N2O at a distorted geometry. The level of theory is ωB97M-V with the def2-TZVPD basis set.

The calculation puts the molecular weight at 88.11 g mol⁻¹. The calculation puts the HOMO energy at -9.17 eV. For the relative energy (zero: lowest compared OMol25 entry of this formula, charge and spin), the calculation gives 292.0 kJ/mol. As for the structure (SMILES): CNC(=O)CN. As for the spin multiplicity: 1.

```
14
Properties=species:S:1:pos:R:3:forces:R:3
O 0.421761 -0.604466 0.976132 0.16 -2.19 3.12
N -1.241420 -0.615245 -0.770451 2.21 1.82 1.05
H 2.409277 1.985792 0.256812 0.30 0.70 -0.13
H -1.068513 -1.340498 -1.515227 -0.54 0.81 1.63
H -1.965716 0.002040 1.240000 -0.83 -1.58 -2.50
C -2.151080 -0.825318 0.377838 1.57 -1.23 2.14
H 0.152348 1.787867 0.040221 0.62 -0.53 -0.91
H 0.803874 1.270684 -1.574030 -0.91 -0.49 0.44
H -3.193838 -1.005987 0.131403 0.04 0.49 -0.23
C 0.768974 0.994571 -0.502681 0.72 4.02 -0.43
C 0.073704 -0.165172 -0.039156 -2.70 -1.61 -3.35
N 2.171860 1.052765 0.002312 -0.45 -1.79 -2.76
H 2.599425 0.800300 -0.939736 0.61 0.78 2.20
H -1.773616 -1.751594 0.912456 -0.80 0.81 -0.25
```
Positions in Å, forces in eV/Å.

Löwdin population analysis, charges in e, atoms 1 to 4: 0.12 -0.05 0.05 0.12



This record from OMol25 describes the molecule C3H8N2O at a distorted geometry. The level of theory is ωB97M-V with the def2-TZVPD basis set.

The calculation puts the molecular weight at 88.11 g mol⁻¹. The calculation puts the HOMO energy (alpha / beta) at -8.04 / -7.90 eV. For the relative energy (zero: lowest compared OMol25 entry of this formula, charge and spin), the calculation gives 621.6 kJ/mol. As for the structure (SMILES): [H]/N=N\[C@H](O)CC. As for the spin multiplicity: 1.

```
14
Properties=species:S:1:pos:R:3:forces:R:3
H 2.212198 -0.411669 0.207174 -0.36 -0.70 0.94
H 0.840139 -0.047192 -1.879939 -0.06 0.23 0.73
N 0.887195 0.987625 0.280570 -1.14 0.54 3.26
C -0.211244 0.132879 -1.655651 -2.81 -1.94 1.48
C -0.411645 0.216938 1.092890 1.58 0.50 -0.39
H -2.058363 -0.068917 -0.248416 -0.01 -0.25 0.05
H -0.949803 1.050911 1.543190 0.17 0.08 -0.05
N 1.962706 0.502070 0.615480 1.70 0.69 -1.65
H -0.576788 1.132831 -1.877768 0.38 -0.03 0.11
H 0.959858 -0.324451 2.313723 -0.57 -0.29 0.06
H -0.948826 -1.495889 -0.091142 -0.13 0.09 0.26
H -0.751195 -0.580973 -2.276613 -0.12 0.17 -0.42
C -1.044614 -0.413247 -0.054424 0.99 0.44 -4.07
O 0.090382 -0.680915 2.030926 0.39 0.47 -0.29
```
Positions in Å, forces in eV/Å.

Löwdin population analysis, charges in e, atoms 1 to 4: 0.09 0.04 -0.05 -0.05



This record from OMol25 describes a cluster of 2 separate species, C3H8N2O in total at a distorted geometry. The level of theory is ωB97M-V with the def2-TZVPD basis set.

The calculation puts the molecular weight at 88.11 g mol⁻¹. The calculation puts the HOMO energy (alpha / beta) at -8.27 / -7.97 eV. For the relative energy (zero: lowest compared OMol25 entry of this formula, charge and spin), the calculation gives 524.2 kJ/mol. As for the spin multiplicity: 1.

```
14
Properties=species:S:1:pos:R:3:forces:R:3
H -0.901513 -1.609537 1.724939 0.00 0.05 0.00
H 0.507262 -0.639016 2.199031 0.01 0.00 -0.02
H -2.290172 0.502619 -1.654479 0.31 0.29 -0.34
N -1.177563 -0.313312 -0.387080 0.54 0.17 1.62
N -1.754370 0.730858 -0.805231 0.67 1.07 -0.26
H 1.983866 -0.825461 -0.437109 -0.10 -0.01 0.15
C 0.077009 -1.257403 1.407399 0.08 -0.50 -0.31
C -0.015785 -0.420912 0.170878 -0.50 -1.13 -0.51
H -0.866217 2.762437 -0.589248 -0.10 -0.07 -0.06
O -0.328468 2.035569 -0.925758 -1.00 -0.59 -0.54
H 1.650714 0.866797 0.047375 0.19 -0.02 -0.12
C 1.262755 -0.006017 -0.486016 -0.08 0.72 0.20
H 0.736255 -2.114365 1.255328 0.07 0.00 0.13
H 1.116229 0.287744 -1.520028 -0.07 0.03 0.08
```
Positions in Å, forces in eV/Å.

Löwdin population analysis, charges in e, atoms 1 to 4: 0.08 0.09 0.10 -0.02



This record from OMol25 describes the molecule C3H8N2O. The level of theory is ωB97M-V with the def2-TZVPD basis set.

The calculation puts the molecular weight at 88.11 g mol⁻¹. The calculation puts the HOMO energy at -8.99 eV. For the relative energy (zero: lowest compared OMol25 entry of this formula, charge and spin), the calculation gives 168.7 kJ/mol. As for the structure (SMILES): NCNCC=O. As for the spin multiplicity: 1.

```
14
Properties=species:S:1:pos:R:3:forces:R:3
H 0.046979 -2.328353 0.150877 -0.03 -0.15 -0.12
N -0.004407 0.080594 -0.770548 0.26 -0.21 0.05
C 1.081584 -1.939646 0.084888 -0.07 0.41 0.24
H 0.251514 0.854829 -1.364719 -0.08 0.00 -0.05
H -1.722925 2.328441 -0.340186 0.24 0.25 0.01
O 2.037758 -2.657490 0.163291 0.09 -0.11 -0.05
H -0.486916 2.184052 0.788552 -0.03 0.25 -0.11
H -2.087840 0.113159 -0.479708 0.10 -0.13 0.04
C -1.169096 0.393778 0.041049 -0.18 0.62 -0.03
H 1.258844 -0.020395 0.972005 -0.05 0.01 0.00
N -1.344850 1.793212 0.426082 -0.09 -0.66 0.09
H 2.071535 -0.177350 -0.571229 0.18 0.00 -0.13
C 1.156670 -0.426766 -0.046949 -0.21 -0.06 -0.10
H -1.088849 -0.198066 0.946594 -0.13 -0.22 0.17
```
Positions in Å, forces in eV/Å.

Löwdin population analysis, charges in e, atoms 1 to 4: 0.12 -0.08 -0.26 0.10